# 1
{"formula": "C7H6Cl2CoN2O3RhS", "method": "the ωB97M-V functional and the def2-TZVPD basis", "multiplicity": 9, "mol_weight_g_mol": 430.95, "e_above_lowest_kcal_mol": 0.0, "max_force_ev_per_a": 12.12, "e_tot_ha": -3415.47519, "lumo_ev": [-15.044, -19.457], "total_charge": 4, "gap_ha": [0.20595, 0.19234], "homo_ev": [-20.6, -24.7], "symbols": ["Rh", "Co", "Cl", "Cl", "C", "C", "C", "O", "O", "O", "C", "N", "C", "C", "N", "C", "S", "H", "H", "H", "H", "H", "H"], "xyz": [[-0.022, -4.362, -1.902], [0.343, -1.401, -0.769], [1.178, -3.376, -0.053], [-1.138, -2.386, -2.241], [-0.024, 0.110, -1.562], [0.841, -5.967, -1.652], [-0.842, -5.286, -3.267], [-0.246, 1.250, -1.676], [1.294, -7.038, -1.619], [-1.275, -6.002, -4.079], [-1.764, 2.255, 1.037], [-0.380, 2.558, 1.334], [0.055, 3.836, 1.548], [1.363, 3.782, 1.878], [1.713, 2.445, 1.794], [0.638, 1.656, 1.433], [0.532, -0.044, 1.330], [-1.995, 2.637, 0.043], [-1.924, 1.178, 1.094], [-2.394, 2.784, 1.762], [-0.608, 4.672, 1.419], [2.009, 4.581, 2.184], [2.647, 2.118, 1.964]], "lowdin_spin": [2.239, 2.650, 0.274, 0.381, 0.068, 0.132, 0.136, 0.012, 0.068, 0.044, 0.015, 0.058, 0.282, 0.303, 0.048, 0.281, 0.978, 0.000, 0.011, 0.000, 0.008, 0.008, 0.001]}

---

# 2
{"formula": "C4H3NO3", "method": "the ωB97M-V functional and the def2-TZVPD basis", "mol_weight_g_mol": 113.07, "e_above_lowest_kcal_mol": 97.1, "max_force_ev_per_a": 7.34, "e_tot_ha": -434.57265, "lumo_ev": -0.091, "smiles": "O=C(O)c1cnoc1", "gap_ha": 0.37491, "homo_ev": -10.3, "symbols": ["O", "C", "O", "C", "C", "N", "O", "C", "H", "H", "H"], "xyz": [[1.824, -1.444, 0.213], [1.515, -0.266, -0.102], [2.176, 0.843, -0.006], [-0.026, -0.081, -0.205], [-1.002, 0.916, -0.070], [-2.189, 0.499, 0.153], [-2.027, -0.970, 0.046], [-0.779, -1.129, -0.151], [1.710, 1.805, 0.106], [-1.118, 1.943, 0.310], [-0.083, -2.116, -0.294]], "mulliken_charge": [-0.568, 0.716, -0.502, 0.032, -0.226, -0.351, -0.223, 0.080, 0.392, 0.322, 0.325]}

---

# 3
{"formula": "C24H37Cl2FN4O6PPtS2", "method": "the ωB97M-V functional and the def2-TZVPD basis", "multiplicity": 2, "mol_weight_g_mol": 857.67, "e_above_lowest_kcal_mol": 58.2, "max_force_ev_per_a": 2.19, "e_tot_ha": -3884.03526, "lumo_ev": [-6.458, -6.077], "total_charge": 2, "gap_ha": [0.23493, 0.24921], "homo_ev": [-12.9, -12.9], "symbols": ["Pt", "C", "C", "O", "P", "S", "S", "O", "C", "C", "H", "H", "H", "H", "H", "H", "H", "H", "H", "H", "C", "C", "N", "C", "C", "C", "O", "O", "C", "O", "C", "C", "C", "F", "C", "C", "C", "N", "C", "C", "N", "C", "C", "H", "H", "H", "H", "H", "H", "H", "H", "H", "H", "H", "H", "H", "H", "H", "H", "H", "H", "Cl", "C", "Cl", "H", "H", "C", "N", "C", "C", "O", "H", "H", "H", "H", "H", "H", "H"], "xyz": [[-1.139, -2.091, -2.514], [-1.551, -7.253, 0.428], [-2.501, -6.531, -0.501], [-2.847, -5.229, 0.045], [-2.404, -3.853, -0.572], [-0.424, -3.486, -0.510], [-3.065, -3.680, -2.486], [-3.097, -2.823, 0.386], [-4.482, -2.960, 0.801], [-4.906, -1.656, 1.435], [-1.362, -8.249, 0.033], [-1.989, -7.344, 1.420], [-0.601, -6.726, 0.512], [-3.449, -7.062, -0.580], [-2.071, -6.416, -1.498], [-4.535, -3.784, 1.511], [-5.096, -3.197, -0.071], [-4.205, -1.380, 2.222], [-5.895, -1.778, 1.874], [-4.943, -0.861, 0.692], [5.805, -0.112, 0.862], [5.120, 0.758, -0.189], [3.713, 0.403, -0.365], [3.431, -0.602, -1.231], [2.164, -0.916, -1.625], [2.031, -2.059, -2.636], [3.019, -2.763, -2.761], [0.922, -2.146, -3.255], [1.041, -0.215, -1.118], [-0.161, -0.318, -1.504], [1.355, 0.767, -0.094], [0.334, 1.474, 0.535], [0.614, 2.447, 1.469], [-0.451, 3.158, 1.911], [1.908, 2.701, 1.922], [2.928, 1.947, 1.323], [2.686, 1.045, 0.289], [2.227, 3.590, 2.971], [3.434, 4.398, 2.886], [4.051, 4.483, 4.291], [2.944, 4.462, 5.303], [1.745, 5.173, 4.775], [1.152, 4.322, 3.647], [6.849, 0.186, 0.948], [5.768, -1.161, 0.574], [5.329, -0.004, 1.837], [5.624, 0.617, -1.144], [5.196, 1.812, 0.071], [4.266, -1.149, -1.645], [-0.698, 1.286, 0.281], [3.937, 2.077, 1.679], [3.212, 5.402, 2.505], [4.155, 3.951, 2.211], [4.624, 5.402, 4.406], [4.700, 3.631, 4.484], [3.258, 4.864, 6.187], [2.671, 3.490, 5.467], [2.054, 6.155, 4.421], [1.010, 5.308, 5.565], [0.592, 4.981, 2.978], [0.458, 3.593, 4.064], [-1.729, -1.123, -4.978], [-1.801, -2.617, -5.977], [-0.798, -3.903, -5.311], [-1.422, -2.374, -6.964], [-2.833, -2.950, -6.006], [-4.793, 0.720, -3.658], [-3.735, 1.313, -2.855], [-3.570, 2.757, -2.917], [-2.902, 0.559, -2.156], [-2.963, -0.679, -2.104], [-5.696, 1.321, -3.568], [-4.986, -0.289, -3.304], [-4.494, 0.680, -4.708], [-4.526, 3.222, -3.144], [-2.860, 3.030, -3.700], [-3.212, 3.142, -1.964], [-2.137, 1.111, -1.600]], "lowdin_spin": [0.758, 0.000, 0.000, -0.002, 0.008, -0.020, -0.021, 0.001, 0.001, 0.000, 0.000, 0.000, 0.000, 0.000, 0.000, 0.000, 0.000, 0.000, 0.000, 0.000, 0.000, 0.000, -0.001, -0.002, -0.001, 0.009, 0.035, 0.089, 0.005, 0.064, 0.003, 0.000, 0.000, 0.000, 0.000, 0.000, 0.000, 0.000, 0.000, 0.000, 0.000, 0.000, 0.000, 0.000, 0.000, 0.000, 0.000, 0.000, 0.000, 0.000, 0.000, 0.000, 0.000, 0.000, 0.000, 0.000, 0.000, 0.000, 0.000, 0.000, 0.000, 0.015, 0.000, -0.001, 0.000, 0.000, 0.000, 0.007, 0.001, 0.007, 0.044, 0.000, 0.000, 0.000, 0.000, 0.000, 0.000, 0.000]}